{
  "formula": "C2H9N3",
  "method": "ωB97M-V/def2-TZVPD",
  "symbols": ["N", "N", "N", "H", "H", "H", "H", "H", "C", "C", "H", "H", "H", "H"],
  "coordinates": [[1.609117, 0.286621, -0.588918], [1.717117, -0.574703, 0.360089], [1.735385, 1.567733, -0.110574], [0.297198, 0.215590, -1.315175], [1.720840, -1.508691, -0.054754], [2.270843, 2.166775, -0.721085], [-0.315029, -0.443384, 0.868238], [1.890077, 1.617714, 0.894414], [-1.273179, -0.157392, 0.388346], [-2.240650, -1.103159, 0.258436], [-1.984527, -2.147028, 0.137141], [-3.274972, -0.823446, 0.118626], [-1.557969, 0.830695, 0.735548], [-0.594252, 0.072675, -0.970330]],
  "atomic_forces_ev_per_a": [[2.73, -0.93, 2.14], [0.02, 1.61, -1.27], [-0.81, -0.58, 0.00], [-3.01, -0.34, 0.36], [-0.45, 0.13, -0.28], [-0.16, -0.12, 0.07], [-0.20, -0.06, -0.84], [0.25, -0.04, -0.31], [-1.13, -1.29, 2.76], [0.64, 0.80, -0.30], [-0.03, -0.06, 0.04], [-0.09, -0.04, 0.02], [-0.17, 0.28, -0.76], [2.42, 0.63, -1.62]],
  "e_lumo_ev": 0.49,
  "orbital_gap_ev": 8.4,
  "de_lowest_kcal_mol": 141.2,
  "energy_ha": -245.6466
}

---

{
  "formula": "C54H134N2O14",
  "method": "ωB97M-V/def2-TZVPD",
  "symbols": ["C", "C", "C", "O", "H", "H", "H", "H", "H", "H", "H", "H", "C", "C", "C", "O", "H", "H", "H", "H", "H", "H", "H", "H", "C", "C", "C", "O", "H", "H", "H", "H", "H", "H", "H", "H", "C", "C", "C", "O", "H", "H", "H", "H", "H", "H", "H", "H", "C", "C", "C", "O", "H", "H", "H", "H", "H", "H", "H", "H", "C", "C", "C", "O", "H", "H", "H", "H", "H", "H", "H", "H", "C", "C", "C", "O", "H", "H", "H", "H", "H", "H", "H", "H", "C", "C", "C", "O", "H", "H", "H", "H", "H", "H", "H", "H", "C", "C", "C", "O", "H", "H", "H", "H", "H", "H", "H", "H", "C", "C", "C", "O", "H", "H", "H", "H", "H", "H", "H", "H", "C", "C", "C", "O", "H", "H", "H", "H", "H", "H", "H", "H", "C", "C", "C", "O", "H", "H", "H", "H", "H", "H", "H", "H", "C", "C", "C", "C", "C", "C", "N", "O", "C", "C", "C", "H", "H", "H", "H", "H", "H", "H", "H", "H", "H", "H", "H", "H", "H", "H", "H", "H", "H", "H", "C", "C", "C", "C", "C", "C", "N", "O", "C", "C", "C", "H", "H", "H", "H", "H", "H", "H", "H", "H", "H", "H", "H", "H", "H", "H", "H", "H", "H", "H"],
  "coordinates": [[-0.806002, 6.208068, -5.376962], [-2.122832, 5.548798, -5.133562], [-2.155672, 5.182098, -3.590682], [-3.131212, 6.448828, -5.424162], [-0.604992, 6.905928, -4.564132], [-0.716942, 6.583088, -6.396532], [-0.109402, 5.382638, -5.230302], [-2.285682, 4.621838, -5.683402], [-3.022072, 4.595448, -3.285222], [-2.253432, 6.093088, -3.000232], [-1.215932, 4.780518, -3.211572], [-3.148922, 6.715538, -6.346202], [1.784998, -1.993292, 5.066218], [3.124668, -1.561582, 4.448798], [2.970768, -0.692702, 3.162898], [3.808968, -0.696512, 5.366288], [1.183278, -1.133982, 5.362198], [1.940428, -2.739552, 5.845358], [1.098768, -2.461692, 4.360678], [3.671658, -2.504392, 4.453418], [2.260498, -1.131302, 2.462008], [3.918428, -0.721942, 2.625138], [2.560628, 0.315138, 3.227278], [3.016678, -0.214092, 5.613558], [-5.007852, 1.346358, 6.593888], [-4.439572, 0.571428, 5.396728], [-4.349552, -0.927972, 5.581728], [-5.335892, 0.773508, 4.256648], [-4.490972, 1.124698, 7.527588], [-6.064152, 1.097618, 6.696208], [-4.937922, 2.392008, 6.294168], [-3.465972, 0.995068, 5.150278], [-3.984922, -1.138782, 6.587068], [-3.782942, -1.531832, 4.872918], [-5.353122, -1.345482, 5.500428], [-4.629572, 0.612368, 3.626768], [-5.935022, -1.315482, -0.606172], [-6.437552, -0.826912, 0.742378], [-6.972482, -1.954792, 1.694288], [-5.289192, -0.404072, 1.577228], [-6.381512, -2.200262, -1.059952], [-4.884472, -1.605762, -0.619162], [-6.086642, -0.502952, -1.316732], [-7.074872, 0.054198, 0.667668], [-7.184702, -1.604292, 2.704338], [-6.380862, -2.867982, 1.629658], [-7.994052, -2.109082, 1.346888], [-4.967912, -1.265982, 1.851998], [6.643628, -3.271642, -2.146162], [7.073308, -1.972022, -1.321222], [7.660698, -1.009802, -2.282112], [6.100228, -1.545352, -0.498892], [6.438858, -4.080952, -1.445302], [7.453568, -3.623942, -2.784902], [5.862828, -3.099932, -2.887082], [7.984118, -2.291352, -0.814702], [7.374358, -1.199992, -3.316492], [8.743048, -0.881752, -2.266932], [7.285008, -0.001032, -2.110812], [6.104018, -2.127062, 0.264788], [-5.696012, 2.853728, -0.890252], [-5.115672, 3.240688, 0.431478], [-6.240592, 3.391288, 1.444318], [-4.180122, 2.217958, 0.901028], [-6.476342, 3.466438, -1.341672], [-6.161312, 1.873938, -0.782482], [-4.914782, 2.752968, -1.643652], [-4.448232, 4.068158, 0.190828], [-7.011232, 4.121368, 1.196938], [-5.879542, 3.421188, 2.472348], [-6.817642, 2.466568, 1.447858], [-4.718342, 1.442358, 1.075268], [-1.805492, -2.106602, 2.686018], [-2.103142, -3.161242, 1.629078], [-2.117912, -4.606542, 2.172948], [-3.343592, -2.904502, 1.110808], [-0.761502, -2.028982, 2.989588], [-2.366072, -2.211692, 3.614888], [-2.028442, -1.126412, 2.264548], [-1.410852, -3.155622, 0.787168], [-2.832172, -4.632632, 2.995908], [-1.093762, -4.813502, 2.483408], [-2.433242, -5.410142, 1.507448], [-3.474042, -3.501442, 0.370378], [2.183068, 6.780988, 0.143238], [0.730178, 6.551998, -0.180112], [-0.071102, 7.812718, -0.143022], [0.571538, 5.940028, -1.436452], [2.532618, 5.912298, 0.701168], [2.272928, 7.705798, 0.713108], [2.886778, 6.827028, -0.687882], [0.268408, 5.947718, 0.600728], [-1.094502, 7.486768, -0.328782], [0.228088, 8.534738, -0.902802], [0.052018, 8.253638, 0.846188], [1.447388, 5.738708, -1.774022], [7.881028, -3.419652, 3.812068], [6.734818, -2.680662, 3.168338], [7.053698, -1.176232, 2.980198], [6.444578, -3.236912, 1.914028], [8.825378, -3.249122, 3.295118], [7.868608, -4.504102, 3.921278], [8.095418, -3.172752, 4.851858], [5.828798, -2.960222, 3.705998], [7.939998, -1.085492, 2.352238], [6.958398, -0.627452, 3.917148], [6.189908, -0.907712, 2.372048], [6.402828, -4.191262, 2.009228], [-1.205262, 1.450388, 0.106608], [0.070928, 1.235068, 0.907558], [1.315128, 0.923068, 0.019278], [0.253868, 2.349398, 1.837848], [-1.471252, 0.627068, -0.556332], [-0.901802, 2.250478, -0.568572], [-2.012062, 1.700478, 0.795548], [-0.219072, 0.362848, 1.493428], [2.202158, 1.229308, 0.573808], [1.431268, 1.542908, -0.869772], [1.205218, -0.155252, -0.095722], [-0.576182, 2.294198, 2.316988], [-1.232082, 3.370678, 5.010548], [-2.193592, 3.449108, 3.915118], [-1.897412, 4.728348, 3.076788], [-2.167282, 2.380158, 3.052278], [-0.247732, 3.356268, 4.542648], [-1.362552, 2.505928, 5.661138], [-1.185882, 4.317928, 5.547848], [-3.221952, 3.639958, 4.221948], [-2.789442, 5.123378, 2.590648], [-1.208982, 4.570268, 2.246618], [-1.505042, 5.475848, 3.766268], [-2.857822, 2.306548, 2.389458], [3.982538, 3.622308, 1.624448], [3.089328, 3.844818, 2.812608], [3.876678, 4.694188, 3.873738], [1.837118, 4.405138, 2.558818], [3.475988, 3.004968, 0.882558], [4.919918, 3.170578, 1.949028], [4.237468, 4.507388, 1.041558], [2.774438, 2.912138, 3.280638], [4.662688, 4.077188, 4.309158], [3.032868, 4.946538, 4.515928], [4.341978, 5.555158, 3.393808], [1.254288, 3.722798, 2.217768], [0.211348, -7.652582, -2.269472], [0.890558, -6.554802, -1.346482], [2.244418, -7.144632, -0.813562], [3.165738, -6.135172, -0.082962], [3.406628, -5.004572, -1.017712], [2.174688, -4.277582, -1.629642], [1.225748, -5.305892, -2.049352], [0.246118, -4.852892, -2.792972], [1.694138, -3.287152, -0.568302], [2.837848, -3.576272, -2.866862], [-0.083472, -6.133532, -0.196292], [-0.701652, -7.395672, -2.806632], [-0.147422, -8.482222, -1.660292], [0.968658, -7.984892, -2.979492], [1.940828, -7.950172, -0.144952], [2.856598, -7.581902, -1.602312], [4.100688, -6.627792, 0.184058], [2.628838, -5.767252, 0.791378], [4.063738, -5.474552, -1.749432], [4.116658, -4.290012, -0.601342], [2.365388, -2.476952, -0.283502], [0.805508, -2.799072, -0.968572], [1.417128, -3.905522, 0.285498], [3.448848, -2.728082, -2.558072], [3.460688, -4.307042, -3.382762], [2.100828, -3.156862, -3.551682], [0.368828, -5.948202, 0.777958], [-0.825582, -6.907722, -0.001352], [-0.642372, -5.232572, -0.449272], [0.450538, -5.158582, -3.679752], [-1.047052, -0.597832, -3.026252], [-1.767872, 0.128028, -4.192042], [-0.947322, 1.337208, -4.602442], [0.161708, 1.190748, -5.758992], [-0.432042, 0.433798, -6.894662], [-1.089132, -0.971612, -6.446342], [-2.107192, -0.715752, -5.289082], [-2.875162, -1.841312, -4.969192], [-1.867412, -1.465902, -7.667882], [-0.084212, -2.069642, -6.045272], [-3.021442, 0.693568, -3.571002], [-1.690372, -1.119932, -2.317982], [-0.365182, -0.005442, -2.416132], [-0.391912, -1.434042, -3.270442], [-1.635472, 2.111558, -4.941472], [-0.358562, 1.755138, -3.785852], [1.094378, 0.824218, -5.330162], [0.550678, 2.175218, -6.019052], [0.142328, 0.417098, -7.820892], [-1.229512, 1.133138, -7.145802], [-2.417102, -0.716432, -8.237302], [-1.272032, -1.848542, -8.496862], [-2.547502, -2.274762, -7.400802], [0.785858, -2.277262, -6.668132], [0.489228, -1.921842, -5.130162], [-0.578292, -3.041072, -6.027912], [-2.773862, 1.623878, -3.059802], [-3.623482, 0.024948, -2.955692], [-3.770392, 1.040548, -4.282882], [-3.690142, -1.714122, -5.460342]],
  "atomic_forces_ev_per_a": [[0.79, -1.35, 0.11], [0.32, -0.55, 1.96], [-0.54, 0.92, -0.59], [-1.93, 0.84, 0.42], [-0.04, 0.43, -0.45], [0.14, 0.32, 0.17], [0.66, 0.17, -0.28], [0.31, -0.16, -0.32], [0.13, -0.39, -0.28], [-0.05, 0.39, -0.25], [-0.08, -0.46, -0.38], [0.29, -0.22, -0.05], [-0.37, -0.02, -0.65], [-1.01, 0.89, 0.03], [-0.07, -2.07, -0.89], [-0.53, -0.55, 0.31], [0.17, 0.19, 0.63], [-0.06, 0.44, 0.35], [0.35, -0.27, -0.46], [0.55, 0.31, -1.13], [-0.10, -0.53, -0.11], [0.06, 0.52, 0.08], [0.45, 0.12, 0.92], [0.51, 0.98, 0.83], [-0.04, -0.46, -0.99], [-0.92, -0.16, 0.17], [-0.37, -0.49, 0.93], [1.56, 0.38, 0.85], [0.09, 0.19, -0.09], [-0.04, -0.04, 0.11], [-0.01, 0.13, 0.48], [0.18, 0.05, -0.06], [0.17, -0.25, 0.04], [0.33, 0.60, -0.16], [-0.21, 0.13, 0.25], [-0.84, 0.07, -1.44], [-0.05, 0.19, -0.85], [1.65, -1.58, 2.74], [-2.19, 1.15, -1.67], [-0.24, 0.74, -1.22], [-0.80, 0.01, 0.41], [0.17, 0.51, 0.47], [0.31, -0.07, -0.25], [-0.20, -0.29, 0.04], [0.83, 0.14, 0.07], [0.00, 0.13, 0.09], [-0.15, -0.94, -0.24], [0.81, 0.09, 0.18], [0.74, 0.63, 0.45], [2.19, -3.61, -2.39], [-0.50, 2.43, -1.34], [-1.44, 1.30, 0.94], [-0.46, -0.05, -0.13], [0.49, 0.09, 0.23], [-0.53, 0.18, 0.52], [-0.20, -0.40, 1.01], [0.01, -0.19, -0.09], [0.02, -0.46, 0.21], [-0.14, 0.17, 0.24], [-0.15, -0.19, 0.45], [-0.10, -1.22, -1.17], [0.42, -0.15, 0.10], [0.02, -0.39, 0.33], [-0.68, 0.98, -0.30], [0.10, 0.53, 0.49], [-0.04, -0.28, -0.06], [0.10, -0.06, -0.01], [-0.29, 0.56, 0.87], [0.46, 0.49, 0.13], [0.03, 0.65, -0.01], [0.07, -0.43, -0.24], [-0.01, -0.83, 0.19], [0.41, 0.38, -0.20], [1.06, -1.75, 0.54], [0.49, 0.68, 0.62], [-2.41, 0.98, -0.81], [0.16, -0.41, -0.20], [-0.23, -0.30, -0.23], [-0.21, 0.08, -0.04], [0.69, 0.44, 0.16], [0.26, -0.06, 0.34], [-0.10, -0.38, 0.42], [0.10, 0.39, -0.56], [-0.21, -0.01, -0.09], [0.57, -0.52, 0.64], [0.27, 0.53, 0.10], [-0.35, 0.19, -0.21], [-0.19, -0.61, -0.71], [0.08, 0.31, 0.45], [0.33, -0.22, 0.21], [-0.39, 0.36, -0.54], [0.27, -0.59, 0.02], [-0.25, 0.53, 0.12], [0.06, 0.00, -0.06], [-0.36, 0.12, 0.00], [-0.08, -0.08, -0.06], [1.60, -0.45, 0.74], [0.53, -0.55, 1.26], [-2.03, -1.68, -0.39], [0.26, -0.07, -1.92], [0.01, 0.29, -0.28], [-0.88, -0.32, -0.59], [-0.34, 0.75, 0.07], [-0.09, 1.13, 0.89], [0.16, 0.28, 0.50], [0.62, 0.00, -0.15], [0.14, 0.78, -0.17], [-0.01, -0.07, -0.09], [1.04, 0.73, -0.46], [-0.20, -0.11, -0.30], [-0.85, 0.83, 1.83], [0.62, -1.29, -1.47], [-0.01, -0.28, 0.39], [-0.83, 0.59, -0.09], [0.07, 0.03, -0.74], [0.90, -0.35, 0.53], [0.17, -0.73, 0.35], [-0.73, -0.37, -0.40], [0.75, 0.11, -0.72], [-0.62, 0.50, 0.73], [1.41, -0.30, 0.50], [-1.96, 3.22, -1.98], [-0.07, 0.26, 0.23], [1.08, -2.81, 0.11], [0.35, -0.47, 0.07], [0.03, 0.12, 0.12], [-0.49, -0.24, 0.35], [-0.21, -0.45, 0.71], [-0.25, -0.02, 0.20], [0.39, -0.24, 0.32], [0.04, 0.32, -0.35], [-0.79, 0.71, -0.15], [-0.27, -0.40, -0.97], [0.87, 0.05, 1.16], [-1.53, -0.89, -1.21], [-0.03, 1.95, -0.37], [0.16, -0.46, 0.03], [-0.05, -0.22, -0.12], [-0.03, 0.46, 0.47], [1.01, -0.67, 0.15], [-0.24, 0.09, 0.32], [0.73, 0.46, 0.74], [-0.23, 0.17, 0.13], [-0.25, -0.48, -0.28], [0.57, 0.83, 0.48], [0.18, 0.80, 0.79], [-0.57, 0.13, 0.62], [-1.97, -0.42, 0.15], [1.23, -0.02, -0.38], [2.75, -0.60, -0.02], [3.64, -1.80, 0.81], [-3.21, 1.60, -1.96], [-1.19, -0.23, -0.53], [-1.06, 0.02, 0.29], [-0.31, -0.87, 0.15], [0.20, 0.77, -0.04], [0.57, -0.13, 0.26], [-0.14, -0.22, -0.08], [0.21, -0.20, 0.13], [-0.36, -0.05, -0.39], [-0.08, 0.07, 0.25], [0.25, -0.19, 0.48], [-0.37, 0.15, -0.93], [-0.37, 0.48, 0.34], [0.42, -0.37, -0.12], [-0.35, 0.06, 0.19], [-0.10, 0.44, 0.33], [0.13, -0.15, 0.25], [-0.10, 0.13, -0.15], [-0.17, -0.12, -0.08], [0.45, 0.03, -0.12], [-0.11, -0.17, -0.01], [0.08, -0.03, -0.29], [-0.27, 0.17, -0.39], [1.01, -1.35, 0.72], [0.59, -0.72, 2.01], [1.94, 0.82, -2.15], [0.14, -0.03, 2.12], [-1.26, -0.40, 0.68], [0.12, 0.88, 0.05], [1.05, 0.84, -3.69], [0.54, -0.26, 0.49], [-0.49, -0.27, -0.55], [0.86, -0.33, 0.11], [-1.54, 0.89, 0.02], [-0.61, 0.36, -0.05], [-0.32, 0.64, -0.10], [0.06, 0.01, -0.89], [-0.05, 0.11, -0.10], [-0.58, -0.13, 0.44], [-0.08, -1.02, 0.14], [-0.72, 0.40, -0.39], [0.39, -0.73, 0.22], [-0.76, -0.49, -0.37], [-0.39, 0.49, 0.73], [0.78, -0.32, 0.47], [-0.04, 0.01, 0.03], [-0.28, 0.57, -1.13], [-0.77, 0.28, 0.52], [-0.28, 0.07, 0.45], [0.06, -0.26, 0.68], [0.56, -0.16, 0.38], [0.26, -0.02, -0.76], [-0.15, 0.10, 0.00]],
  "e_lumo_ev": 0.39,
  "orbital_gap_ev": 8.3,
  "de_lowest_kcal_mol": 77.4,
  "energy_ha": -3300.3767
}